Here is an isolated molecule of C10H9NO2 in a non-equilibrium geometry from OMol25. Energies are from ωB97M-V with the def2-TZVPD basis set.

Largest force on an atom   0.0931 Eh/bohr
DFT total energy   -16098.1442 eV

Each line ends with the natural charge from an NBO analysis.
Atoms and positions in Å:
O (-1.654, 1.681, -1.232)  -0.48
O (-2.839, -2.450, 1.348)  -0.50
N (0.693, 3.093, 0.663)  -0.32
C (-0.975, -1.027, 0.892)  -0.29
C (-3.039, 0.981, 0.649)  -0.27
C (0.803, 2.008, 0.354)  0.27
C (1.031, 0.514, -1.595)  -0.59
C (1.885, -0.075, 0.866)  -0.61
C (-1.831, 1.007, -0.247)  0.51
C (0.852, 0.607, -0.034)  -0.13
C (-3.414, -0.169, 1.167)  -0.21
C (-0.762, 0.105, 0.275)  0.01
C (-2.385, -1.336, 1.155)  0.49
H (0.175, 0.907, -2.032)  0.25
H (2.035, 1.061, -1.841)  0.22
H (2.257, -0.934, 0.311)  0.22
H (1.254, -0.311, 1.794)  0.23
H (-3.742, 1.779, 0.643)  0.23
H (1.055, -0.563, -1.753)  0.21
H (-4.351, -0.501, 1.703)  0.25
H (-0.211, -1.822, 1.257)  0.26
H (2.710, 0.525, 1.174)  0.24